No. 1
88
Properties=species:S:1:pos:R:3:lowdin_spin:R:1 method="wB97M-V/def2-TZVPD" s_squared=2.008 e_lumo_ev="-5.11 / -7.13" relative_energy_kcal_mol=17.8 charge=+2 multiplicity=3
Ti 0.490 0.400 0.312 1.163
C -0.497 1.371 3.968 0.019
C 0.692 0.670 4.155 0.002
C 1.760 0.881 3.302 0.022
C 1.653 1.799 2.250 0.015
C 0.457 2.494 2.058 0.008
C -0.619 2.270 2.922 0.006
H -1.312 1.231 4.668 0.001
H 0.789 -0.021 4.981 0.000
H 2.696 0.362 3.461 0.001
H 2.543 2.121 1.726 0.005
H 0.424 3.305 1.340 0.000
H -1.521 2.859 2.807 0.000
N -1.842 0.579 -0.239 0.014
C -2.114 1.995 -0.528 0.003
C -3.246 2.277 -1.529 0.001
C -4.542 1.484 -1.345 0.000
C -5.506 1.967 -0.264 0.000
N -4.989 1.967 1.120 0.000
C -4.672 0.892 1.830 0.000
N -4.814 -0.330 1.304 0.000
N -4.173 1.011 3.060 0.000
C -0.810 2.620 -1.025 0.001
O -0.736 3.730 -1.452 -0.002
O 0.242 1.777 -0.891 0.005
H -1.841 0.050 -1.111 0.001
H -2.551 0.163 0.356 0.001
H -2.321 2.478 0.432 0.000
H -2.863 2.067 -2.531 0.000
H -3.447 3.350 -1.519 0.000
H -4.316 0.423 -1.220 0.000
H -5.113 1.541 -2.274 0.000
H -6.437 1.396 -0.292 0.000
H -5.778 3.003 -0.458 0.000
H -4.899 2.858 1.581 0.000
H -5.406 -0.462 0.501 0.000
H -4.659 -1.137 1.892 0.000
H -4.057 1.914 3.486 0.000
H -3.770 0.204 3.524 0.000
O -2.152 -1.264 3.203 0.000
C -2.117 -2.587 2.818 0.000
C -2.935 -3.468 3.505 0.000
C -2.954 -4.807 3.146 0.000
C -2.156 -5.273 2.107 0.000
C -1.351 -4.385 1.420 0.000
C -1.325 -3.032 1.758 0.000
C -0.519 -2.086 0.964 0.002
O -0.157 -0.931 1.526 0.004
N -0.278 -2.348 -0.274 0.004
N 0.352 -1.242 -0.913 0.015
C 0.568 -1.492 -2.176 0.020
S 1.188 -0.277 -3.236 0.009
C 1.844 -1.483 -4.416 0.002
C 0.809 -2.583 -4.531 0.002
S 0.292 -3.051 -2.858 0.020
H -1.362 -0.820 2.831 0.000
H -3.524 -3.101 4.336 0.000
H -3.582 -5.495 3.696 0.000
H -2.160 -6.321 1.841 0.000
H -0.728 -4.724 0.603 0.000
H 2.795 -1.848 -4.030 0.000
H 2.005 -0.965 -5.361 0.000
H 1.221 -3.471 -5.010 0.000
H -0.066 -2.253 -5.087 0.000
Ge 3.148 0.229 -0.184 0.347
C 3.725 1.991 -0.702 0.070
C 4.798 2.485 0.050 0.030
C 5.401 3.686 -0.300 0.004
C 4.923 4.409 -1.384 0.017
C 3.843 3.935 -2.119 0.000
C 3.241 2.732 -1.782 0.014
C 3.707 -1.185 -1.368 0.063
C 3.452 -2.528 -1.082 0.017
C 4.005 -3.527 -1.872 -0.001
C 4.815 -3.192 -2.951 0.017
C 5.066 -1.857 -3.247 0.001
C 4.507 -0.853 -2.465 0.023
H 3.790 -0.050 1.192 0.047
H 5.180 1.932 0.901 0.004
H 6.239 4.057 0.275 0.000
H 5.390 5.347 -1.651 0.001
H 3.465 4.509 -2.955 0.000
H 2.387 2.389 -2.352 0.001
H 2.832 -2.808 -0.237 0.001
H 3.815 -4.567 -1.643 0.000
H 5.256 -3.972 -3.558 0.001
H 5.704 -1.598 -4.081 0.000
H 4.710 0.185 -2.704 0.001

No. 2
84
Properties=species:S:1:pos:R:3:lowdin_spin:R:1 method="wB97M-V/def2-TZVPD" s_squared=2.008 e_lumo_ev="-0.54 / -2.17" relative_energy_kcal_mol=26.3 multiplicity=3
Pd -0.712 -0.085 -1.585 0.788
C -1.280 1.678 -7.325 0.000
C -0.937 2.837 -6.744 0.000
C -1.912 3.900 -6.386 0.000
C -3.321 3.399 -5.987 0.000
C -3.461 2.142 -5.200 0.000
C -3.526 0.915 -5.726 0.000
C -3.705 0.796 -7.222 0.000
C -2.568 1.436 -8.063 0.000
C -0.953 -1.044 0.247 0.432
H -0.566 0.862 -7.430 0.000
H 0.119 3.126 -6.681 0.000
H -2.037 4.578 -7.242 0.000
H -1.496 4.515 -5.581 0.000
H -3.763 4.190 -5.369 0.000
H -3.916 3.351 -6.907 0.000
H -3.803 2.313 -4.180 0.000
H -3.667 0.003 -5.139 0.000
H -4.635 1.320 -7.504 0.000
H -3.815 -0.251 -7.533 0.000
H -2.350 0.726 -8.879 0.000
H -2.936 2.362 -8.536 0.000
H -0.139 -1.786 0.158 0.045
H -1.920 -1.544 0.431 0.033
H -0.690 -0.280 1.010 0.017
P -2.544 1.114 -1.128 0.134
P 0.451 1.793 -2.033 0.198
N -3.823 0.035 -1.614 0.028
N -2.994 1.761 0.386 0.016
N 1.151 1.069 -3.462 0.032
N 1.933 2.614 -1.607 0.047
C -2.274 2.533 -2.206 0.027
C -0.818 3.082 -2.317 0.032
C -3.611 -1.348 -1.749 0.022
C -4.815 -1.950 -2.081 0.002
C -5.796 -0.910 -2.178 0.001
C -5.166 0.294 -1.881 0.006
C -3.121 1.003 1.566 0.002
C -3.513 1.845 2.598 0.002
C -3.633 3.170 2.051 0.003
C -3.295 3.094 0.707 0.004
C 1.286 -0.332 -3.544 0.025
C 1.286 -0.672 -4.889 0.004
C 1.251 0.542 -5.647 0.007
C 1.134 1.591 -4.745 0.006
C 2.879 3.230 -2.439 0.009
C 3.943 3.676 -1.660 0.004
C 3.649 3.319 -0.303 0.002
C 2.415 2.683 -0.299 0.004
H -3.005 3.313 -1.951 0.006
H -2.525 2.152 -3.199 0.001
H -0.654 3.504 -3.326 0.004
H -0.691 3.891 -1.572 0.001
H -2.616 -1.751 -1.591 0.016
H -4.972 -3.016 -2.209 0.000
H -6.839 -1.048 -2.434 0.001
H -5.524 1.314 -1.847 0.000
H -2.894 -0.051 1.553 0.001
H -3.723 1.550 3.620 0.000
H -3.959 4.058 2.580 0.000
H -3.241 3.859 -0.053 0.000
H 1.442 -0.899 -2.628 0.010
H 1.269 -1.679 -5.269 0.000
H 1.293 0.653 -6.719 0.001
H 0.994 2.653 -4.883 0.000
H 2.714 3.276 -3.501 0.000
H 4.827 4.184 -2.017 0.001
H 4.260 3.494 0.568 0.000
H 1.838 2.213 0.475 0.001
O 3.406 -2.679 0.502 0.000
C 3.595 -2.277 1.758 0.000
C 4.420 -3.006 2.641 0.000
C 4.617 -2.569 3.942 0.000
C 3.978 -1.403 4.395 0.000
C 3.154 -0.671 3.537 0.000
C 2.991 -1.071 2.210 0.001
C 2.155 -0.250 1.241 0.001
O 1.443 0.666 1.724 0.004
O 2.288 -0.525 -0.019 0.017
H 2.912 -1.853 0.050 0.000
H 4.897 -3.899 2.265 0.000
H 5.269 -3.125 4.618 0.000
H 4.118 -1.050 5.416 0.000
H 2.626 0.238 3.838 0.000

No. 3
77
Properties=species:S:1:pos:R:3:mulliken_charge:R:1 method="wB97M-V/def2-TZVPD" e_lumo_ev=-4.82 relative_energy_kcal_mol=2.6 charge=+1
C 3.057 -2.604 1.747 -0.813
C 2.292 -3.605 2.601 -0.899
C 0.824 -3.705 2.203 -0.731
N 0.175 -2.442 1.924 0.279
C -1.192 -2.434 1.801 0.433
C -1.887 -1.260 1.639 1.205
C -3.352 -1.152 1.821 -0.300
C -4.055 -2.422 2.332 -1.061
C -3.424 -3.674 1.719 -1.060
C -1.918 -3.752 1.997 -0.861
C 0.909 -1.268 1.486 -0.252
C 2.401 -1.238 1.847 -0.619
H 4.092 -2.546 2.092 0.376
H 3.069 -2.938 0.704 0.328
H 2.729 -4.605 2.518 0.389
H 2.339 -3.315 3.659 0.377
H 0.733 -4.376 1.328 0.379
H 0.298 -4.209 3.030 0.328
H -1.353 -0.345 1.435 -1.208
H -3.584 -0.301 2.477 0.301
H -3.791 -0.881 0.849 0.100
H -3.996 -2.470 3.428 0.344
H -5.117 -2.368 2.066 0.397
H -3.914 -4.574 2.110 0.423
H -3.594 -3.668 0.635 0.351
H -1.499 -4.545 1.360 0.388
H -1.790 -4.094 3.040 0.399
H 0.802 -1.139 0.392 0.183
H 0.471 -0.366 1.932 0.200
H 2.501 -0.849 2.870 0.389
H 2.895 -0.515 1.187 0.118
C 2.392 -1.576 -6.894 -0.814
O 1.558 -2.077 -5.824 -0.429
C 1.352 -1.303 -4.725 0.884
C 0.471 -1.805 -3.734 -1.055
C 0.175 -1.056 -2.616 -0.162
C 0.776 0.212 -2.416 0.040
C 0.411 1.046 -1.275 1.003
C -0.911 0.975 -0.776 -0.522
C -1.326 1.504 0.438 -0.995
C -2.689 1.891 0.724 1.039
C -2.976 2.708 1.847 -0.378
C -4.292 3.013 2.177 -0.702
C -5.350 2.483 1.423 -0.489
C -5.080 1.674 0.312 -0.478
C -3.764 1.415 -0.064 -0.346
C 1.370 2.034 -0.779 -0.053
C 2.758 1.729 -0.746 -0.215
C 3.690 2.649 -0.322 -0.993
C 3.285 3.963 0.022 0.934
O 4.264 4.845 0.351 -0.433
C 3.932 6.234 0.572 -0.783
C 1.908 4.287 0.004 -0.842
C 0.980 3.325 -0.368 -0.539
C 1.667 0.690 -3.406 -0.696
C 1.961 -0.041 -4.542 -0.663
H 2.460 -2.412 -7.593 0.250
H 1.924 -0.712 -7.385 0.355
H 3.394 -1.304 -6.537 0.327
H 0.021 -2.782 -3.891 0.462
H -0.521 -1.440 -1.870 0.372
H -1.635 0.435 -1.391 0.376
H -0.585 1.760 1.204 0.866
H -2.137 3.101 2.432 0.423
H -4.496 3.657 3.037 0.401
H -6.383 2.678 1.714 0.402
H -5.896 1.233 -0.263 0.408
H -3.561 0.817 -0.956 0.315
H 3.102 0.739 -1.050 0.683
H 4.750 2.406 -0.262 0.461
H 4.863 6.666 0.949 0.254
H 3.646 6.721 -0.370 0.346
H 3.132 6.354 1.315 0.308
H 1.569 5.288 0.276 0.361
H -0.077 3.589 -0.378 0.547
H 2.107 1.681 -3.301 0.506
H 2.638 0.368 -5.292 0.384

No. 4
142
Properties=species:S:1:pos:R:3:mulliken_charge:R:1 method="wB97M-V/def2-TZVPD" e_lumo_ev=-4.12 charge=+1
C -0.222 -4.634 -2.753 -1.152
C -0.949 -3.610 -1.811 0.013
C -0.468 -2.182 -2.128 -0.342
O -1.036 -1.182 -1.208 0.017
N -0.060 -0.235 -1.073 0.268
C 0.717 -0.299 0.008 -0.693
C 1.802 0.580 0.229 0.469
C 2.641 0.532 1.387 0.093
C 2.412 -0.529 2.518 -1.441
O 3.160 -0.201 3.685 -0.227
O 2.305 0.328 4.655 -0.303
C 3.701 1.421 1.577 -0.106
C 3.929 2.412 0.553 -0.989
C 3.144 2.524 -0.615 0.083
B 3.455 3.686 -1.659 0.336
O 2.642 4.811 -1.573 -0.671
N 4.484 3.679 -2.697 0.469
C 4.111 2.865 -3.875 -0.919
C 5.846 3.382 -2.195 -0.689
C 2.068 1.593 -0.773 0.849
C 1.179 1.647 -1.909 -0.357
C 0.135 0.742 -2.042 -1.398
P -1.021 0.857 -3.540 0.373
O -1.339 2.495 -3.721 -0.506
I 0.305 0.102 -5.455 0.037
H -0.228 -5.638 -2.284 0.362
H -0.717 -4.708 -3.733 0.200
H 0.846 -4.357 -2.892 0.343
H -0.722 -3.919 -0.771 0.311
H -2.028 -3.671 -2.043 0.094
H 0.639 -2.145 -2.039 0.308
H -0.715 -1.961 -3.191 0.032
H 0.526 -1.083 0.753 0.550
H 2.707 -1.527 2.148 0.308
H 1.333 -0.456 2.777 0.724
H 1.857 1.112 4.282 0.294
H 4.347 1.407 2.465 0.640
H 4.788 3.116 0.739 0.608
H 3.229 5.534 -1.861 0.314
H 4.954 2.907 -4.591 0.300
H 3.284 3.407 -4.391 0.240
H 3.792 1.825 -3.643 0.351
H 5.884 2.755 -1.280 0.188
H 6.435 2.941 -3.026 0.268
H 6.345 4.351 -1.973 0.116
H 1.339 2.430 -2.665 0.870
H -1.363 2.877 -2.822 0.323
C -2.111 -2.440 -7.890 -0.378
Br -1.884 -0.923 -9.059 -0.028
Br -0.403 -3.200 -7.388 -0.044
Br -3.202 -2.003 -6.353 0.006
H -2.648 -3.197 -8.449 0.422
C 4.393 1.955 -7.940 -0.371
Br 5.686 3.302 -8.413 0.007
Br 5.004 0.848 -6.484 -0.047
Br 2.664 2.710 -7.540 -0.036
H 4.268 1.313 -8.803 0.394
C -3.380 0.557 1.341 -0.440
Br -3.566 1.893 2.721 -0.034
Br -1.784 0.827 0.279 -0.023
Br -3.433 -1.232 2.048 0.025
H -4.230 0.666 0.678 0.416
C 6.274 -1.685 0.231 -0.388
Br 6.084 -3.501 0.850 -0.038
Br 4.559 -0.789 0.098 0.129
Br 7.502 -0.675 1.322 -0.025
H 6.694 -1.729 -0.767 0.389
C -5.528 -5.063 3.362 0.624
Br -6.767 -5.120 1.884 -0.017
Br -3.701 -4.881 2.766 0.008
Br -5.995 -3.697 4.636 0.083
H -5.599 -6.015 3.873 -0.632
C 9.675 4.351 -3.484 -0.328
Br 8.431 4.280 -4.956 -0.006
Br 11.470 4.731 -4.076 -0.039
Br 9.082 5.598 -2.135 -0.009
H 9.693 3.369 -3.027 0.355
C 6.631 8.207 -5.961 -0.325
Br 6.649 7.395 -7.710 -0.037
Br 6.188 6.915 -4.595 0.088
Br 8.286 9.121 -5.576 -0.020
H 5.847 8.954 -5.961 0.344
C -5.086 -9.077 5.092 -0.311
Br -4.974 -8.652 3.210 -0.041
Br -3.370 -9.578 5.814 -0.031
Br -5.901 -7.646 6.105 -0.028
H -5.734 -9.939 5.183 0.365
C 5.631 4.805 3.947 -0.391
Br 6.065 3.152 4.841 -0.030
Br 7.162 5.967 3.795 -0.012
Br 4.804 4.474 2.225 0.100
H 4.899 5.318 4.559 0.396
C 7.666 11.008 -2.087 -0.304
Br 8.007 12.391 -0.786 -0.031
Br 8.578 9.367 -1.645 0.030
Br 5.774 10.723 -2.352 -0.028
H 8.070 11.352 -3.031 0.320
C -3.386 4.068 -6.135 0.113
Br -4.882 3.155 -6.942 -0.009
Br -1.844 4.076 -7.296 -0.004
Br -3.857 5.848 -5.558 -0.024
H -3.112 3.508 -5.250 -0.077
C -4.018 -7.744 10.190 -0.340
Br -4.146 -9.585 9.627 -0.057
Br -2.812 -7.527 11.678 -0.013
Br -3.549 -6.570 8.732 0.103
H -5.003 -7.448 10.532 0.358
C -6.268 -4.114 -4.788 -0.298
Br -6.690 -5.928 -4.289 0.001
Br -7.855 -3.047 -5.030 -0.025
Br -5.043 -3.294 -3.534 0.024
H -5.760 -4.155 -5.745 0.247
C -9.521 -3.286 6.654 -0.412
Br -8.691 -4.977 7.078 -0.001
Br -8.693 -1.822 7.602 0.003
Br -9.552 -2.971 4.754 0.039
H -10.549 -3.341 6.991 0.368
C -11.682 0.828 3.392 -0.338
Br -11.726 -0.113 1.707 -0.007
Br -12.223 -0.306 4.856 -0.009
Br -9.960 1.638 3.716 -0.002
H -12.405 1.631 3.327 0.343
C -3.564 -3.093 11.650 -0.351
Br -2.111 -3.892 12.636 -0.014
Br -2.983 -2.410 9.938 0.019
Br -5.065 -4.294 11.467 -0.009
H -3.910 -2.245 12.227 0.353
C 0.347 -3.227 7.676 0.044
Br 0.225 -5.064 7.093 -0.011
Br 1.541 -3.033 9.177 -0.014
Br 0.823 -2.039 6.227 0.069
H -0.639 -2.936 8.015 -0.092
C -2.847 -7.377 -6.386 -0.391
Br -4.361 -7.990 -7.410 -0.035
Br -1.194 -7.554 -7.365 -0.041
Br -3.104 -5.572 -5.746 0.140
H -2.772 -8.015 -5.514 0.365
C -1.929 5.964 1.982 -0.389
Br -1.146 4.582 0.881 0.121
Br -2.063 5.418 3.827 -0.039
Br -0.994 7.640 1.798 -0.035
H -2.938 6.122 1.622 0.341

No. 5
82
Properties=species:S:1:pos:R:3:mulliken_charge:R:1 method="wB97M-V/def2-TZVPD" e_lumo_ev=2.03 relative_energy_kcal_mol=21.5 charge=-1
Sr -0.659 1.002 -0.657 1.839
C -2.715 1.553 2.671 -1.191
C -1.668 0.845 3.533 0.460
C -1.682 1.467 4.928 -1.707
P -0.094 0.843 2.560 -0.016
C 1.118 -0.289 3.427 0.375
C 2.545 0.052 3.009 -1.320
C 1.043 -0.511 4.936 -1.622
C 0.595 2.533 2.761 0.190
C 1.093 3.001 3.981 0.564
C 1.716 4.228 4.143 0.474
C 2.214 4.690 5.488 -1.694
C 1.844 5.013 2.995 -0.917
C 1.358 4.597 1.773 -0.462
C 0.698 3.356 1.609 -1.754
N 0.243 2.901 0.391 0.540
C 0.032 3.811 -0.660 -0.253
C -0.845 4.920 -0.531 0.841
C -1.640 5.117 0.727 -1.419
C -1.067 5.752 -1.613 -1.055
C -0.514 5.519 -2.871 0.916
C -0.800 6.428 -4.038 -1.728
C 0.275 4.396 -3.014 -0.828
C 0.563 3.548 -1.944 2.294
C 1.459 2.353 -2.210 -1.030
H -3.690 1.532 3.165 0.610
H -2.825 1.071 1.699 0.073
H -2.437 2.604 2.531 0.117
H -1.948 -0.214 3.582 0.649
H -1.474 2.537 4.864 0.258
H -0.980 1.028 5.632 0.324
H -2.686 1.362 5.348 0.504
H 0.871 -1.249 2.958 0.562
H 2.882 0.982 3.473 0.228
H 2.621 0.176 1.931 0.029
H 3.227 -0.750 3.309 0.544
H 1.234 0.401 5.503 0.199
H 1.807 -1.239 5.230 0.503
H 0.076 -0.907 5.245 0.330
H 0.996 2.366 4.854 -0.045
H 2.210 3.867 6.205 0.347
H 1.593 5.486 5.906 0.301
H 3.236 5.073 5.433 0.367
H 2.344 5.976 3.063 0.346
H 1.478 5.233 0.903 0.512
H -2.018 4.155 1.077 -0.019
H -2.493 5.767 0.533 0.525
H -1.051 5.542 1.542 0.328
H -1.755 6.584 -1.488 0.272
H -1.504 7.213 -3.760 0.374
H -1.234 5.877 -4.876 0.358
H 0.108 6.913 -4.404 0.330
H 0.697 4.162 -3.988 0.373
H 1.046 1.694 -2.986 0.268
H 1.628 1.778 -1.304 -0.575
H 2.441 2.670 -2.566 0.431
C 7.214 -0.321 0.173 -1.435
C 5.733 -0.216 -0.064 1.020
C 4.986 -1.305 -0.488 -0.576
C 3.625 -1.153 -0.711 -0.673
N 2.974 -0.007 -0.539 -0.199
C 3.693 1.040 -0.123 -0.065
C 5.055 0.980 0.121 -0.736
H 7.522 -1.356 0.316 0.378
H 7.511 0.252 1.051 0.353
H 7.768 0.076 -0.680 0.276
H 5.452 -2.271 -0.640 0.358
H 3.032 -2.001 -1.037 0.399
H 3.150 1.963 0.055 0.231
H 5.573 1.865 0.472 0.425
Cl -5.028 -1.185 1.281 -0.279
C -5.115 0.276 0.294 0.547
C -6.301 0.962 0.283 -0.560
C -6.461 2.145 -0.458 -0.492
C -5.360 2.598 -1.181 -0.637
C -4.177 1.900 -1.150 0.435
Cl -2.815 2.563 -2.111 -0.216
C -3.872 0.673 -0.410 -0.368
N -2.739 0.069 -0.374 -1.136
H -7.130 0.572 0.864 0.354
H -7.397 2.687 -0.463 0.357
H -5.422 3.506 -1.770 0.321

Table of E_tot (Eh), in record order: -5671.49879, -2574.71604, -1524.52716, -149187.97099, -2776.97583